{
  "formula": "C3H6N2O2",
  "method": "wB97M-V/def2-TZVPD",
  "smiles": "NC(=O)CNC=O",
  "lumo_energy_ha": 0.027,
  "mol_weight_g_mol": 102.1,
  "gap_ha": 0.3936,
  "de_lowest_kj_mol": 114.1,
  "energy_ha": -377.9159,
  "elements": ["N", "C", "O", "C", "N", "C", "O", "H", "H", "H", "H", "H", "H"],
  "xyz": [[1.462, 1.322, 0.270], [1.415, 0.064, -0.279], [2.240, -0.797, -0.075], [0.078, -0.275, -0.925], [-0.722, -0.945, 0.100], [-1.927, -0.427, 0.492], [-2.388, -0.328, 1.605], [2.215, 1.439, 0.932], [0.564, 1.728, 0.474], [0.182, -0.974, -1.753], [-0.463, 0.620, -1.226], [-0.301, -1.649, 0.688], [-2.355, 0.221, -0.303]],
  "forces_ev_per_angstrom": [[0.26, -0.57, -0.51], [-0.64, -0.22, 1.03], [0.36, 0.22, -0.51], [-0.46, -0.85, -0.02], [-0.68, -0.30, 0.37], [0.69, 2.47, -0.02], [-0.11, -1.35, 0.04], [-0.16, 0.21, 0.13], [0.16, 0.34, 0.09], [0.42, 0.35, -0.25], [0.02, -0.02, -0.23], [0.27, 0.19, 0.07], [-0.14, -0.46, -0.21]],
  "nbo_charge": [-0.820, 0.664, -0.588, -0.309, -0.630, 0.531, -0.573, 0.404, 0.393, 0.223, 0.206, 0.413, 0.087]
}

***

{
  "formula": "C39H32OP2S4SbTl",
  "method": "wB97M-V/def2-TZVPD",
  "lumo_energy_ha": -0.015,
  "mol_weight_g_mol": 1033.0,
  "gap_ha": 0.2457,
  "de_lowest_kj_mol": 0.0,
  "energy_ha": -4268.8646,
  "elements": ["Tl", "S", "Sb", "S", "S", "S", "C", "C", "C", "C", "C", "C", "C", "C", "P", "C", "C", "C", "C", "C", "C", "C", "C", "C", "C", "C", "C", "C", "O", "C", "C", "C", "C", "C", "C", "P", "C", "C", "C", "C", "C", "C", "C", "C", "C", "C", "C", "C", "H", "H", "H", "H", "H", "H", "H", "H", "H", "H", "H", "H", "H", "H", "H", "H", "H", "H", "H", "H", "H", "H", "H", "H", "H", "H", "H", "H", "H", "H", "H", "H"],
  "xyz": [[-0.151, 1.930, 0.221], [2.239, 5.283, 1.745], [0.111, 5.070, 1.063], [-0.771, 3.106, 2.280], [0.194, 3.908, -1.127], [-1.481, 6.624, 0.982], [0.023, -4.558, -3.048], [0.055, -4.012, -1.612], [0.158, -5.177, -0.614], [1.262, -3.106, -1.437], [2.530, -3.523, -1.835], [3.645, -2.718, -1.689], [3.514, -1.468, -1.113], [2.275, -1.028, -0.659], [2.135, 0.597, 0.117], [3.133, 1.682, -0.920], [3.108, 1.553, -2.307], [3.707, 2.519, -3.096], [4.312, 3.621, -2.506], [4.321, 3.757, -1.128], [3.734, 2.789, -0.330], [2.940, 0.512, 1.737], [3.945, -0.413, 2.021], [4.589, -0.382, 3.244], [4.244, 0.576, 4.190], [3.249, 1.495, 3.911], [2.589, 1.461, 2.689], [1.163, -1.851, -0.851], [-0.035, -1.338, -0.429], [-1.199, -1.955, -0.807], [-2.365, -1.221, -0.588], [-3.592, -1.819, -0.847], [-3.647, -3.106, -1.349], [-2.472, -3.792, -1.600], [-1.222, -3.235, -1.343], [-2.276, 0.431, 0.133], [-2.813, 0.214, 1.842], [-4.136, 0.390, 2.230], [-4.497, 0.182, 3.551], [-3.543, -0.205, 4.480], [-2.223, -0.382, 4.093], [-1.855, -0.169, 2.777], [-3.472, 1.492, -0.704], [-3.704, 2.741, -0.122], [-4.453, 3.689, -0.796], [-4.975, 3.398, -2.049], [-4.736, 2.163, -2.632], [-3.976, 1.212, -1.970], [0.911, -5.150, -3.261], [-0.032, -3.747, -3.773], [-0.835, -5.211, -3.197], [1.068, -5.750, -0.793], [-0.693, -5.849, -0.722], [0.179, -4.813, 0.412], [2.646, -4.501, -2.279], [4.612, -3.061, -2.028], [4.375, -0.819, -1.029], [2.620, 0.707, -2.775], [3.688, 2.420, -4.172], [4.760, 4.385, -3.127], [4.752, 4.631, -0.661], [3.706, 2.936, 0.740], [4.221, -1.168, 1.298], [5.365, -1.105, 3.458], [4.757, 0.602, 5.143], [2.975, 2.256, 4.628], [1.824, 2.208, 2.502], [-4.508, -1.275, -0.654], [-4.602, -3.572, -1.545], [-2.528, -4.797, -1.996], [-4.880, 0.706, 1.510], [-5.524, 0.331, 3.855], [-3.827, -0.357, 5.513], [-1.475, -0.667, 4.820], [-0.816, -0.283, 2.488], [-3.270, 2.993, 0.840], [-4.597, 4.662, -0.347], [-5.553, 4.143, -2.578], [-5.128, 1.941, -3.615], [-3.771, 0.266, -2.452]],
  "forces_ev_per_angstrom": [[0.12, -0.30, -0.03], [0.16, 0.07, 0.10], [-0.03, -0.12, -0.02], [0.02, 0.03, 0.15], [-0.08, 0.00, -0.17], [-0.14, 0.18, 0.01], [0.00, -0.04, 0.03], [0.00, -0.02, -0.04], [0.01, -0.02, -0.01], [0.05, 0.04, 0.00], [-0.05, 0.02, 0.02], [-0.01, -0.02, 0.00], [0.02, 0.01, 0.01], [-0.06, -0.13, -0.13], [-0.02, 0.20, 0.09], [0.06, 0.06, 0.10], [-0.02, -0.01, -0.03], [0.01, -0.01, -0.02], [0.02, 0.04, 0.02], [0.03, 0.04, -0.04], [-0.02, -0.04, -0.06], [0.03, -0.12, -0.13], [-0.03, -0.10, 0.01], [0.00, 0.02, 0.05], [0.04, -0.04, 0.00], [-0.06, 0.05, -0.04], [-0.02, 0.20, 0.14], [0.07, 0.01, 0.02], [0.03, -0.06, 0.00], [-0.03, 0.01, -0.03], [-0.02, -0.08, 0.01], [-0.04, 0.03, 0.01], [0.00, -0.04, -0.01], [0.06, 0.02, 0.00], [-0.07, 0.04, 0.01], [-0.08, 0.17, -0.05], [-0.04, -0.02, -0.01], [0.01, 0.00, -0.04], [-0.03, 0.00, 0.02], [-0.03, 0.00, 0.04], [0.02, -0.02, 0.04], [0.02, 0.01, -0.02], [0.05, 0.01, 0.03], [0.02, -0.01, 0.02], [-0.02, 0.01, -0.01], [0.00, 0.01, 0.01], [-0.03, 0.04, -0.03], [0.00, -0.06, -0.04], [0.03, -0.02, -0.01], [0.00, 0.03, -0.01], [-0.03, -0.02, -0.01], [0.04, -0.02, 0.00], [-0.04, -0.03, 0.00], [0.00, 0.02, 0.02], [0.01, -0.04, -0.02], [0.04, -0.02, -0.02], [0.01, 0.03, 0.03], [-0.02, -0.02, 0.01], [0.00, 0.00, -0.02], [0.01, 0.01, -0.01], [0.01, 0.03, 0.00], [0.00, 0.00, 0.05], [0.00, 0.00, -0.02], [0.03, -0.02, 0.01], [0.01, 0.00, 0.02], [0.01, 0.01, 0.04], [0.00, -0.04, -0.05], [0.00, 0.03, 0.02], [-0.02, -0.02, -0.01], [0.00, -0.02, -0.01], [0.00, 0.01, -0.02], [-0.01, 0.00, 0.02], [0.00, 0.00, 0.02], [0.02, -0.01, 0.03], [0.00, 0.00, -0.03], [0.02, -0.01, 0.03], [-0.01, 0.03, 0.00], [-0.01, 0.01, -0.01], [-0.01, 0.00, -0.02], [0.02, -0.01, 0.01]],
  "lowdin_charge": [0.055, -0.155, -0.111, -0.003, -0.022, -0.201, -0.019, -0.429, -0.006, -0.087, -0.008, -0.050, -0.092, -0.260, 1.049, -0.391, -0.101, -0.075, -0.067, -0.066, -0.108, -0.342, -0.074, -0.075, -0.070, -0.052, -0.114, -0.171, -0.024, -0.175, -0.245, -0.076, -0.053, -0.008, -0.087, 1.024, -0.371, -0.071, -0.065, -0.068, -0.065, -0.120, -0.372, -0.103, -0.047, -0.063, -0.073, -0.086, 0.079, 0.104, 0.079, 0.088, 0.088, 0.100, 0.115, 0.111, 0.120, 0.109, 0.105, 0.107, 0.109, 0.066, 0.091, 0.105, 0.106, 0.117, 0.016, 0.116, 0.111, 0.115, 0.110, 0.108, 0.107, 0.110, 0.097, 0.074, 0.114, 0.108, 0.105, 0.100]
}

***

{
  "formula": "C14H15IrN6O5S",
  "method": "wB97M-V/def2-TZVPD",
  "lumo_energy_ha": [-0.027, -0.027],
  "mol_weight_g_mol": 571.6,
  "gap_ha": [0.2842, 0.2842],
  "de_lowest_kj_mol": 106.1,
  "energy_ha": -1749.7625,
  "elements": ["Ir", "N", "C", "C", "O", "N", "C", "C", "O", "O", "H", "H", "H", "H", "H", "H", "N", "C", "C", "C", "C", "C", "C", "S", "O", "O", "N", "C", "N", "C", "C", "C", "N", "H", "H", "H", "H", "H", "H", "H", "H", "H"],
  "xyz": [[-0.176, -0.173, 0.350], [2.005, 0.117, 0.031], [2.358, 1.542, -0.012], [1.142, 2.428, 0.107], [1.263, 3.612, 0.347], [-0.019, 1.766, -0.100], [-1.251, 2.518, -0.029], [-2.397, 1.574, -0.286], [-3.502, 1.994, -0.509], [-2.058, 0.301, -0.220], [2.403, -0.333, 0.849], [2.287, -0.385, -0.801], [2.856, 1.790, -0.949], [3.027, 1.813, 0.803], [-1.284, 3.349, -0.730], [-1.423, 2.914, 0.977], [4.582, -0.480, 6.895], [3.426, -0.347, 6.152], [3.241, 0.765, 5.322], [2.097, 0.888, 4.560], [1.119, -0.096, 4.630], [1.303, -1.228, 5.418], [2.450, -1.351, 6.174], [-0.192, -0.095, 3.471], [-0.401, 1.236, 2.990], [-1.298, -0.856, 3.966], [0.509, -0.894, 2.165], [0.356, -2.229, 1.926], [0.412, -3.167, 2.861], [0.250, -4.415, 2.439], [0.036, -4.742, 1.106], [0.000, -3.694, 0.211], [0.184, -2.440, 0.612], [5.106, 0.358, 7.077], [4.554, -1.130, 7.662], [4.013, 1.525, 5.274], [1.940, 1.747, 3.919], [0.541, -1.994, 5.415], [2.612, -2.235, 6.779], [0.282, -5.179, 3.207], [-0.113, -5.763, 0.788], [-0.160, -3.850, -0.849]],
  "forces_ev_per_angstrom": [[2.15, 1.81, -1.76], [-0.93, -1.04, 0.65], [0.14, 0.22, 0.09], [0.05, 0.07, 0.26], [-0.07, 0.07, -0.27], [-0.71, -0.69, 0.56], [-0.10, 0.07, 0.34], [0.26, 0.78, 0.11], [-0.26, -0.45, -0.10], [-0.08, -1.71, 0.28], [0.19, -0.05, -0.09], [0.06, 0.00, 0.02], [0.03, -0.04, 0.00], [0.08, -0.14, -0.01], [0.11, -0.01, -0.03], [0.16, 0.11, -0.01], [-0.02, -0.03, -0.09], [0.00, -0.05, -0.03], [0.03, 0.04, 0.04], [-0.10, 0.04, 0.04], [0.11, -0.36, -0.25], [-0.05, 0.15, 0.04], [-0.01, 0.02, 0.04], [-0.07, 0.00, 0.26], [0.18, 0.12, 0.12], [0.12, -0.16, 0.04], [-0.60, 0.95, -0.90], [0.24, -0.45, 0.54], [0.02, -0.03, 0.13], [-0.05, 0.14, 0.01], [0.04, -0.01, 0.05], [0.09, -0.05, -0.29], [-1.00, 0.62, 0.11], [0.00, -0.01, 0.03], [0.02, 0.03, 0.02], [-0.04, 0.04, 0.03], [0.04, 0.01, 0.00], [0.05, -0.05, 0.02], [-0.04, 0.03, 0.05], [0.01, -0.04, -0.03], [0.02, 0.00, -0.02], [-0.09, 0.04, 0.01]],
  "nbo_charge": [1.164, -0.756, -0.325, 0.655, -0.599, -0.602, -0.363, 0.781, -0.589, -0.735, 0.413, 0.402, 0.228, 0.227, 0.233, 0.240, -0.789, 0.197, -0.269, -0.177, -0.344, -0.164, -0.268, 2.320, -0.938, -0.919, -0.843, 0.561, -0.464, 0.124, -0.340, 0.120, -0.532, 0.386, 0.386, 0.213, 0.244, 0.251, 0.212, 0.206, 0.238, 0.216]
}

***

- Number 1 is which compound?
  C3H6N2O2